Formula: C17H39F6O9Y
Source: the OMol25 dataset
Level of theory: the ωB97M-V functional and the def2-TZVPD basis

Values from the calculation:
* E_tot: -54040.6858 eV
* highest occupied orbital energy: -0.2833 hartree
* molecular weight: 590.384 g/mol
* spin multiplicity: 1
* relative energy (zero: lowest compared OMol25 entry of this formula, charge and spin): 99.8 kJ/mol

Positions of all 72 atoms, in Å:
Y  0.180  -0.923  0.709
C  3.279  0.460  1.796
O  3.440  1.223  0.586
O  2.299  -0.412  1.556
C  4.617  -0.114  2.313
F  4.399  -1.013  3.281
F  5.381  -0.681  1.373
F  5.347  0.874  2.884
C  4.120  2.463  0.702
C  4.590  2.840  -0.695
H  5.159  3.773  -0.695
H  5.253  2.075  -1.100
H  3.761  2.983  -1.393
H  5.006  2.425  1.335
H  3.489  3.266  1.100
H  3.018  1.184  2.589
C  -3.042  -0.584  -1.041
O  -2.903  0.435  -2.032
O  -1.889  -0.693  -0.390
C  -4.305  -0.261  -0.203
F  -4.745  -1.397  0.390
F  -4.134  0.663  0.760
F  -5.309  0.167  -1.005
C  -3.449  0.124  -3.299
C  -2.993  1.260  -4.229
H  -3.323  1.054  -5.251
H  -3.484  2.171  -3.893
H  -1.907  1.325  -4.271
H  -4.534  0.054  -3.392
H  -2.994  -0.801  -3.671
H  -3.293  -1.525  -1.550
C  -0.974  -4.041  1.959
O  -0.182  -2.910  1.946
H  -0.474  -4.937  1.552
H  -1.249  -4.328  2.987
H  -1.923  -3.931  1.407
C  -0.858  3.378  2.138
C  0.257  2.612  1.445
O  -0.310  1.537  0.660
H  -1.472  3.947  1.438
H  -0.439  4.107  2.837
H  -1.488  2.701  2.711
H  0.888  2.226  2.243
H  0.791  3.252  0.743
H  -0.734  1.985  -0.082
C  1.607  0.548  -3.516
C  0.656  0.668  -2.326
O  1.258  0.148  -1.149
H  2.492  1.165  -3.349
H  1.150  0.927  -4.434
H  1.840  -0.499  -3.714
H  -0.285  0.154  -2.518
H  0.396  1.732  -2.232
H  2.144  0.545  -1.090
C  -0.272  -3.094  -2.810
C  0.153  -3.509  -1.419
O  0.985  -2.501  -0.818
H  0.598  -2.928  -3.454
H  -0.933  -2.228  -2.814
H  -0.834  -3.893  -3.304
H  0.621  -4.494  -1.419
H  -0.736  -3.552  -0.787
H  1.789  -2.453  -1.349
C  -2.020  -1.014  4.659
C  -1.910  -0.291  3.321
O  -0.552  -0.207  2.861
H  -2.995  -0.956  5.140
H  -1.320  -0.528  5.346
H  -1.761  -2.065  4.544
H  -2.350  0.704  3.398
H  -2.458  -0.840  2.558
H  -0.125  0.444  3.429

---

Formula: C34H31AuFN4
Source: the OMol25 dataset
Level of theory: the ωB97M-V functional and the def2-TZVPD basis

Values from the calculation:
* E_tot: -48133.2922 eV
* highest occupied orbital energy: -0.1536 hartree
* net charge: -1
* molecular weight: 711.615 g/mol
* spin multiplicity: 1

Positions of all 71 atoms, in Å:
Au  -1.164  -0.157  0.019
N  2.609  -3.347  -9.201
C  2.192  -2.979  -8.194
C  1.676  -2.519  -6.944
C  1.031  -3.404  -6.079
C  0.534  -2.951  -4.872
C  0.687  -1.618  -4.489
C  1.332  -0.741  -5.364
C  1.816  -1.178  -6.582
C  0.186  -1.124  -3.184
C  -1.158  -1.406  -2.871
C  -2.148  -1.870  -3.780
C  -3.314  -2.027  -3.060
C  -3.003  -1.676  -1.733
N  -1.729  -1.304  -1.613
C  1.107  -0.434  -2.395
C  2.535  -0.475  -2.543
C  3.046  0.312  -1.546
C  1.924  0.837  -0.845
N  0.780  0.396  -1.333
H  0.928  -4.443  -6.365
H  0.031  -3.635  -4.202
H  1.440  0.295  -5.074
H  2.302  -0.490  -7.261
H  -2.006  -2.022  -4.839
H  -4.272  -2.368  -3.421
H  -3.645  -1.713  -0.866
H  3.082  -1.085  -3.246
H  4.085  0.513  -1.329
H  1.942  1.536  -0.020
C  1.543  -2.136  1.753
C  0.805  -1.271  2.782
C  1.040  -1.790  4.203
C  1.206  0.184  2.644
C  2.514  0.552  2.932
C  2.922  1.868  2.823
C  2.014  2.822  2.397
C  0.696  2.502  2.079
C  -0.154  3.643  1.527
C  -1.340  4.037  2.415
C  -0.629  3.396  0.091
C  0.278  1.158  2.218
N  -1.035  0.751  1.888
C  -1.942  0.673  2.897
C  -1.590  0.935  4.247
C  -2.504  0.904  5.284
C  -3.835  0.594  5.055
C  -4.225  0.312  3.752
C  -3.312  0.350  2.725
F  -3.804  0.094  1.489
H  1.194  -3.170  1.810
H  2.622  -2.124  1.927
H  1.355  -1.767  0.743
H  -0.260  -1.350  2.571
H  2.097  -1.743  4.473
H  0.717  -2.831  4.280
H  0.470  -1.201  4.925
H  3.224  -0.204  3.248
H  3.942  2.149  3.058
H  2.343  3.850  2.283
H  0.516  4.508  1.496
H  -2.119  3.280  2.381
H  -1.765  4.980  2.060
H  -1.032  4.167  3.454
H  -1.294  2.536  0.050
H  0.213  3.200  -0.575
H  -1.169  4.273  -0.275
H  -0.557  1.180  4.456
H  -2.167  1.131  6.289
H  -4.553  0.572  5.865
H  -5.253  0.064  3.518

---

Formula: CH6N2S2
Source: the OMol25 dataset
Level of theory: the ωB97M-V functional and the def2-TZVPD basis

Values from the calculation:
* E_tot: -25781.9869 eV
* highest occupied orbital energy: -0.3291 hartree
* molecular weight: 110.207 g/mol
* spin multiplicity: 1
* relative energy (zero: lowest compared OMol25 entry of this formula, charge and spin): 281.9 kJ/mol

Positions of all 11 atoms, in Å:
C  -0.595  -0.078  -0.221
N  1.750  -0.480  0.136
N  0.476  -0.736  0.485
S  -2.138  -0.722  0.142
S  -0.238  1.652  0.109
H  -0.560  -0.196  -1.690
H  2.085  0.501  0.567
H  1.998  -0.444  -0.907
H  0.378  -1.702  0.775
H  -2.259  -0.090  1.371
H  -0.898  2.296  -0.767